The following is a DFT calculation (the ωB97M-V functional and the def2-TZVPD basis) of C31H31BaCl3GeN3O10P2 as an isolated structure at a distorted geometry.

Each line ends with the Mulliken charge.
CARTESIAN COORDINATES (ANGSTROEM)
H1 3.20031 4.96648 3.87048  0.064
O1 0.48612 2.21502 0.39019  -0.551
C1 2.09806 4.93732 -3.11311  -0.637
H2 9.09051 1.21758 0.38621  0.368
C2 7.50847 1.69381 1.75953  -0.622
C3 1.45148 0.84207 5.17564  -1.246
C4 3.01487 -1.14575 1.08936  0.581
C5 1.31892 3.17336 2.40085  -0.437
H3 1.12994 -1.55291 1.99383  0.424
N1 0.30935 -3.34107 0.21586  -0.285
H4 1.31151 4.14631 2.89199  0.232
C6 1.16858 -0.01918 3.96269  0.792
H5 2.11507 1.66944 4.92272  0.199
H6 2.00682 2.81280 -3.42460  0.478
H7 -2.02343 -2.73351 -2.31823  0.206
C7 3.11399 -0.45577 -1.09070  -0.688
C8 7.48088 2.26834 -0.57062  -0.567
C9 5.72980 7.44112 2.34519  -0.768
P1 -1.26302 -1.00643 -3.24637  0.374
H8 4.88214 -1.58736 2.05886  0.444
C10 2.44474 5.95327 -2.23431  -0.674
H9 6.43984 8.13691 1.91499  0.379
H10 3.22123 6.44908 -0.30258  0.385
C11 6.26937 2.29848 1.91685  -0.386
Ba1 -0.53917 0.56699 -0.68861  1.873
Cl1 -2.28698 -5.77106 -0.09074  -0.098
O2 0.33246 4.43592 0.63838  -0.740
H11 1.92827 0.24956 5.95852  0.435
C12 6.23711 2.86747 -0.40524  -0.267
C13 4.40161 -1.25301 1.14643  -0.574
C14 4.40182 5.42267 2.14726  0.232
C15 2.17286 -1.51714 2.28695  -1.458
H12 6.23471 -0.97939 0.06317  0.416
H13 3.27873 2.49601 3.12778  0.429
C16 4.49675 -0.53164 -1.12002  -0.578
C17 0.63366 3.31752 1.04205  -0.105
C18 2.30144 3.61194 -2.75449  -0.701
C19 8.11938 1.68105 0.51179  -0.535
O3 -4.62361 0.94957 -1.86157  -0.722
N2 2.38566 -0.73152 -0.01023  0.455
H14 3.93058 6.92213 5.16258  0.390
H15 5.74434 3.31810 -1.26013  0.376
H16 5.81190 2.31177 2.90150  0.293
P2 -3.22512 0.55573 -1.65461  0.666
H17 2.26757 6.98694 -2.50495  0.372
C20 -0.07079 -4.35368 -0.16055  -0.192
O4 -2.68956 -0.24751 -2.96770  -0.202
O5 -0.14585 -0.08340 -2.82645  -0.395
H18 7.95185 2.26185 -1.54652  0.396
O6 0.04554 -0.18288 3.52821  -0.621
Cl2 -0.61643 -5.53080 -2.44938  -0.072
C21 5.23154 7.65658 3.62348  -0.418
O7 -2.25841 1.90596 -1.71666  -0.554
Ge1 3.90299 3.83154 1.11883  1.918
Cl3 0.36084 -6.95992 -0.11828  -0.128
C22 3.91553 5.65310 3.43212  -0.491
N3 2.26905 -0.61294 3.41662  0.091
C23 2.74865 2.66069 2.18267  0.561
H19 5.72412 6.17183 0.62525  0.441
H20 0.51008 1.23883 5.54319  0.322
H21 2.46724 -2.52365 2.60425  0.304
C24 -0.62982 -5.59804 -0.68587  0.737
C25 5.31892 6.33267 1.61936  -0.244
O8 -1.32612 -1.61271 -4.58385  -0.743
H22 5.54895 8.52179 4.19232  0.367
C26 2.85700 3.31500 -1.51916  -0.190
O9 -1.29010 -2.15006 -2.08096  -0.004
H23 5.03830 -0.27686 -2.02069  0.459
H24 2.55409 -0.16214 -1.97430  0.619
H25 3.17282 -0.37807 3.78895  0.273
O10 -2.74161 -0.15122 -0.42826  -0.713
C27 2.99049 5.64776 -0.99501  -0.445
H26 8.00350 1.24061 2.61032  0.402
C28 5.15469 -0.92664 0.03298  -0.477
H27 -2.67122 2.51985 -2.33599  0.244
H28 2.99239 2.28006 -1.23350  0.524
H29 0.74742 2.46734 3.00846  0.369
H30 1.65284 5.17626 -4.07095  0.377
C29 5.61224 2.89576 0.83986  0.086
C30 4.32495 6.75923 4.16696  -0.687
H31 2.70634 1.69917 1.66608  -1.106
C31 3.20698 4.32378 -0.62504  -0.030

Results
- 2S+1 = 1
- orbital gap (eV) = 8.1
- HOMO energy (eV) = -6.229
- net charge = -1

The following is a DFT calculation (the ωB97M-V functional and the def2-TZVPD basis) of a 2-piece molecular cluster, C5H9NO overall.

Each line ends with the Mulliken charge.
CARTESIAN COORDINATES (ANGSTROEM)
H1 2.22512 -0.23054 -1.51431  0.164
C1 0.12086 1.71027 -0.49029  -1.076
H2 -2.45109 -0.45909 1.69386  0.282
O1 -0.54583 1.08870 1.73760  -0.578
H3 0.22438 1.21959 -1.45577  0.270
H4 3.04530 -1.50822 -0.48130  0.256
N1 -1.30222 -0.27936 0.00781  -0.123
H5 -0.55344 2.56604 -0.59413  0.345
C2 1.04365 -1.02568 0.04957  -0.700
H6 -0.58129 -0.80488 -0.60262  0.404
C3 -2.23291 -0.83746 0.70267  -0.326
H7 0.96942 -1.69622 0.90955  0.234
H8 1.09079 2.07278 -0.15872  0.313
C4 -0.45192 0.80444 0.56881  0.697
C5 2.14578 -0.91998 -0.67529  -0.445
H9 -2.74660 -1.70038 0.30256  0.281

Results
- 2S+1 = 1
- orbital gap (spin up / spin down) (eV) = 7.5 / 7.5
- HOMO energy (spin up / spin down) (eV) = -7.660 / -7.663

The following is a DFT calculation (the ωB97M-V functional and the def2-TZVPD basis) of C5H3N3O2 in the gas phase at a distorted geometry.

Each line ends with the Mulliken charge.
CARTESIAN COORDINATES (ANGSTROEM)
C1 0.51773 -2.02764 0.11138  -0.170
C2 -0.19060 0.33768 -0.01692  0.386
N1 0.12553 1.71105 0.18330  1.011
C3 -1.62246 0.07489 -0.10223  -1.203
C4 2.19110 -0.37828 -0.05080  0.087
N2 3.30545 -0.47574 -0.30733  -0.385
H1 -2.33958 0.60499 0.49927  0.371
C5 0.75980 -0.61409 0.06356  0.755
H2 -1.73095 0.35399 -1.17772  0.320
O1 1.22567 2.07620 0.48765  -0.575
N3 0.28877 -3.11609 0.33634  -0.345
O2 -0.78838 2.48381 0.09149  -0.581
H3 -1.74209 -1.03078 -0.11798  0.330

Results
- 2S+1 = 1
- orbital gap (eV) = 9.1
- HOMO energy (eV) = -11.354

The following is a DFT calculation (the ωB97M-V functional and the def2-TZVPD basis) of C10H12N4O2 in the gas phase at a distorted geometry.

Each line ends with the Mulliken charge.
CARTESIAN COORDINATES (ANGSTROEM)
H1 -0.85227 0.77301 -1.88372  0.401
H2 2.89049 1.13918 0.24260  0.226
O1 -1.94864 -1.66533 2.81934  -0.667
H3 -3.21494 0.49949 2.59358  0.299
C1 0.47935 -0.37220 -0.52580  -0.265
C2 -0.05306 0.08911 -1.68404  0.035
C3 0.37651 -0.38921 -2.96668  -0.883
C4 -1.69311 -0.76387 2.05502  0.191
H4 1.90415 -1.89154 0.18005  0.491
N1 2.31410 1.61150 0.90137  -0.656
C5 -2.76992 0.12484 1.66892  -0.036
H5 1.16848 -1.87138 -4.04600  0.384
H6 2.50273 -2.73969 -1.97052  0.408
C6 1.20234 -1.50807 -3.04116  -0.305
N2 -0.79384 1.43749 0.58083  -0.159
C7 -2.10590 1.30658 0.90647  0.305
H7 -0.49895 2.21842 0.05425  0.284
N3 1.22783 0.94683 1.43853  -0.205
H8 2.15050 2.58279 0.75781  0.189
C8 0.07923 0.36984 0.73567  1.056
O2 -2.69066 2.26353 0.45949  -0.694
C9 1.78262 -1.97541 -1.85446  -0.814
C10 1.40193 -1.47090 -0.61621  -0.593
H9 -3.38005 -0.29289 0.87520  0.237
H10 0.85267 1.34039 2.29629  0.279
H11 0.25907 -1.13698 2.12404  0.260
N4 -0.40670 -0.49977 1.73768  -0.092
H12 -0.18395 -0.12573 -3.83850  0.323

Results
- 2S+1 = 1
- orbital gap (eV) = 8.9
- HOMO energy (eV) = -8.295

The following is a DFT calculation (the ωB97M-V functional and the def2-TZVPD basis) of C5H6O in the gas phase at a distorted geometry.

Each line ends with the Mulliken charge.
CARTESIAN COORDINATES (ANGSTROEM)
C1 2.73097 -0.73214 0.31416  0.151
C2 -0.65826 0.02674 0.37457  -0.541
H1 -0.28753 0.97300 0.77792  0.430
O1 -1.91660 0.30016 -0.30227  -0.111
H2 -0.82495 -0.68140 1.19877  0.257
C3 1.63109 -0.65944 -0.16828  -0.441
C4 0.27453 -0.52534 -0.70185  -0.601
H3 3.71222 -0.80850 0.72768  0.401
H4 -2.06170 1.90446 0.73596  0.113
C5 -2.63079 1.36991 -0.08805  -0.195
H5 -0.09599 -1.48646 -1.08280  0.277
H6 0.26398 0.18062 -1.54305  0.260

Results
- 2S+1 = 1
- orbital gap (eV) = 9.5
- HOMO energy (eV) = -8.822

The following is a DFT calculation (the ωB97M-V functional and the def2-TZVPD basis) of a 2-piece molecular cluster, C5H13NO overall at a distorted geometry.

Each line ends with the Mulliken charge.
CARTESIAN COORDINATES (ANGSTROEM)
H1 1.10389 0.49082 -2.26388  0.265
C1 1.42673 -0.03706 -1.31458  -0.496
N1 0.64777 -0.06855 0.96466  -0.165
H2 -1.25614 0.57219 1.81535  0.334
H3 0.73616 -2.21300 1.03455  0.348
C2 -0.25006 0.28867 2.06780  -0.964
C3 0.76798 -1.39136 -1.13403  -0.511
H4 -0.70795 -1.63142 0.57433  0.337
H5 -0.25076 -0.64972 2.67858  0.344
H6 0.12975 0.99747 2.78552  0.313
C4 0.36061 -1.42732 0.38430  -0.699
H7 -3.53694 2.22917 -0.56794  0.306
O1 -3.12716 1.38274 -0.67409  -0.649
H8 1.49253 -2.14112 -1.33893  0.254
H9 1.37790 1.82024 -0.07290  0.380
H10 2.67911 -0.10370 -1.42773  0.258
H11 -0.14292 1.12610 -0.57949  -0.444
H12 -2.22158 1.52538 -0.94773  0.299
C5 0.88113 0.85039 -0.19740  0.194
H13 -0.11004 -1.61992 -1.78638  0.295

Results
- 2S+1 = 1
- orbital gap (eV) = 8.9
- HOMO energy (eV) = -8.079